Formula: C25H31N4O5P
Source: the Open Molecules 2025 dataset
Level of theory: ωB97M-V/def2-TZVPD

Element x y z (Å)
C 0.8635 1.9985 -0.6001
C 1.0763 2.9220 0.6366
P 1.6455 4.6592 0.3363
C 2.7423 4.5716 -1.1709
C 0.2621 5.7307 -0.2005
C -0.9597 5.5329 -0.6604
C -1.6295 4.2431 -0.8860
C -1.7175 3.9357 -2.3670
O -0.8122 3.6331 -3.0268
O -2.9728 3.9860 -2.9254
C -1.5687 6.8662 -0.9303
O -2.5271 7.0185 -1.5384
O -0.7744 7.8288 -0.4110
C 0.4375 7.2182 -0.1305
O 1.3928 7.7793 0.1291
H -0.1079 1.5178 -0.4977
H 1.6226 1.2277 -0.6701
H 0.8503 2.5574 -1.5300
H 0.2155 2.9015 1.2952
H 1.8745 2.4721 1.2192
H 2.2602 5.0684 -2.0082
H 3.0023 3.5503 -1.4260
H 3.6449 5.1208 -0.9408
H -1.2417 3.4197 -0.3072
H -2.6677 4.3606 -0.5746
H -3.1174 4.9022 -3.2092
C -2.4569 -2.1240 -2.1385
C -3.0164 -0.8182 -2.1982
C -2.0408 0.0181 -2.6691
N -0.9178 -0.7266 -2.8948
C -1.1607 -2.0329 -2.5789
H -2.9517 -3.0256 -1.8122
H -4.0175 -0.5287 -1.9263
H -2.0422 1.0769 -2.8669
H -0.0478 -0.3641 -3.2408
H -0.3944 -2.7815 -2.6940
C 1.4810 -4.4818 1.0141
C 0.5944 -4.4582 2.1221
C -0.6255 -4.0314 1.6595
N -0.5074 -3.7929 0.3209
C 0.7706 -4.0687 -0.0815
H 2.5194 -4.7690 1.0207
H 0.8293 -4.7245 3.1408
H -1.5635 -3.8754 2.1666
H -1.2450 -3.4630 -0.2783
H 1.0656 -3.9473 -1.1100
C -3.5641 -5.7020 6.0007
C -3.1240 -4.4355 6.4707
C -2.0550 -4.0638 5.6999
N -1.8304 -5.0572 4.7859
C -2.7480 -6.0567 4.9599
H -4.3860 -6.2845 6.3827
H -3.5447 -3.8637 7.2811
H -1.4365 -3.1825 5.7226
H -1.1032 -5.0536 4.0935
H -2.7399 -6.9307 4.3309
C 5.1397 -0.6982 -1.9839
C 4.5181 -1.0069 -0.7431
C 3.2713 -1.4980 -1.0219
N 3.1143 -1.4953 -2.3827
C 4.2508 -1.0131 -2.9758
H 6.1272 -0.2933 -2.1300
H 4.9396 -0.8831 0.2406
H 2.4844 -1.8481 -0.3732
H 2.2933 -1.8008 -2.8712
H 4.3270 -0.9362 -4.0472

Cartesian forces, eV/Å:
C -0.47 0.40 0.43
C 0.14 -0.38 -1.26
P 0.75 0.28 1.03
C -0.58 0.39 0.29
C 0.54 -0.45 -0.40
C 0.67 -0.31 0.68
C -2.03 0.37 -0.24
C -2.02 0.30 1.07
O 2.98 -0.89 -1.65
O -0.23 0.43 0.26
C 2.98 -2.15 2.06
O -4.41 1.38 -2.59
O 0.09 0.77 -0.42
C -2.83 -2.99 -0.31
O 4.03 3.04 1.07
H -0.02 -0.28 -0.18
H 0.14 -0.11 0.04
H 0.00 0.04 -0.13
H -0.19 0.26 0.12
H 0.23 0.26 0.26
H -0.02 -0.19 -0.22
H -0.08 -0.14 -0.04
H 0.22 0.06 0.06
H 0.52 -0.07 -0.16
H -0.10 -0.02 0.18
H -0.30 -0.10 0.05
C 0.06 -0.06 0.03
C 0.02 -0.01 0.07
C 0.04 0.14 0.00
N 0.03 -0.01 0.00
C 0.02 -0.02 0.03
H -0.04 0.00 -0.09
H 0.01 -0.01 -0.02
H -0.06 -0.02 -0.04
H -0.04 0.06 0.00
H -0.05 -0.04 -0.03
C 0.09 -0.03 -0.03
C -0.13 0.00 0.04
C -0.05 0.04 -0.01
N 0.05 -0.12 0.04
C -0.10 0.07 -0.01
H -0.01 0.00 0.00
H 0.07 0.02 -0.02
H 0.01 0.03 -0.01
H 0.05 0.11 0.02
H 0.04 -0.04 0.02
C -0.02 -0.03 -0.02
C 0.00 0.04 0.01
C 0.06 0.01 -0.02
N -0.05 0.03 0.02
C 0.05 -0.03 -0.03
H 0.01 0.01 -0.01
H 0.00 0.00 -0.01
H -0.01 -0.01 0.02
H -0.03 -0.05 0.01
H -0.01 0.00 0.02
C 0.01 0.01 -0.04
C -0.02 0.02 0.00
C -0.15 0.01 0.08
N 0.03 0.03 0.05
C -0.02 0.04 -0.07
H 0.00 -0.01 -0.01
H 0.00 -0.01 -0.01
H 0.05 -0.01 0.00
H 0.05 -0.06 0.01
H 0.02 0.01 0.01

Output
- DFT total energy: -1907.75919 a.u.
- Charge: 0
- ΔE to the lowest compared entry with this formula, charge and spin: 51.4 kJ/mol
- Lowest unoccupied orbital energy: -0.738 eV
- SMILES string: CCP(C)C1=C(CC(=O)O)C(=O)OC1=O.c1cc[nH]c1.c1cc[nH]c1.c1cc[nH]c1.c1cc[nH]c1
- Spin multiplicity: 1